10
Properties=species:S:1:pos:R:3:forces:R:3:mulliken_charge:R:1 method="wB97M-V/def2-TZVPD" e_tot_ha=-533.80238 mol_weight_g_mol=88.046 relative_energy_kj_mol=147.1 lumo_energy_ev=-1.067
C 0.100 -0.048 0.393 -0.2 0.4 -0.7 -0.020
C -0.700 -0.347 -0.639 -1.5 0.8 0.2 -0.604
C 1.588 0.200 0.137 -1.1 0.6 -0.6 -1.163
O -3.479 -0.233 0.675 -1.0 -0.3 2.3 -0.318
P -3.083 -0.001 -0.678 4.1 -0.4 -1.9 0.507
H -0.219 0.151 1.405 -0.4 -0.1 0.1 0.333
H -0.071 -0.442 -1.537 -1.0 -0.1 -0.4 0.295
H 2.069 0.458 1.046 0.5 0.8 0.8 0.344
H 2.057 -0.707 -0.133 0.6 -1.1 -0.7 0.334
H 1.738 0.968 -0.669 0.0 -0.7 0.9 0.292

---

14
Properties=species:S:1:pos:R:3:forces:R:3:mulliken_charge:R:1 method="wB97M-V/def2-TZVPD" e_tot_ha=-303.80396 mol_weight_g_mol=88.110 relative_energy_kj_mol=231.5 lumo_energy_ev=0.671
H -1.890 -0.367 -1.017 2.7 0.4 1.2 0.192
N -0.815 -0.317 -0.797 -2.6 -1.5 -1.7 -0.656
C -0.392 0.625 -0.090 -1.9 1.5 0.8 0.659
C -1.215 1.652 0.719 0.4 -2.6 1.0 -1.052
N 0.938 0.934 -0.022 0.6 1.0 -0.1 -0.376
C 1.877 0.163 0.249 1.0 0.5 0.5 -0.215
H -2.298 1.626 0.609 0.1 -0.7 0.2 0.335
H -0.953 2.613 0.489 1.0 2.5 -0.9 0.370
H -0.824 1.526 1.765 -0.9 0.0 -0.6 0.253
H 1.833 -0.850 0.505 -0.8 -1.8 0.3 0.230
H 2.886 0.533 0.341 0.3 0.5 -0.4 0.250
O 0.507 -2.931 -0.637 -1.4 2.7 0.6 -0.710
H -0.007 -1.999 -0.572 1.5 -2.6 -0.6 0.426
H 0.353 -3.209 -1.542 0.0 0.0 -0.1 0.294

---

126
Properties=species:S:1:pos:R:3:forces:R:3:mulliken_charge:R:1 method="wB97M-V/def2-TZVPD" e_tot_ha=-2940.55595 mol_weight_g_mol=849.082 smiles="CC[C@@H](C)N([PH2]=N)C(=O)OC.c1cc[nH]c1.c1cc[nH]c1.c1cc[nH]c1.c1cc[nH]c1.c1cc[nH]c1.c1cc[nH]c1.c1cc[nH]c1.c1cc[nH]c1.c1cc[nH]c1.c1cc[nH]c1" relative_energy_kj_mol=0.0 lumo_energy_ev=0.035
C 3.420 -2.128 2.036 -0.3 0.3 0.6 -1.497
C 2.259 -1.186 1.721 0.5 -0.4 -0.1 -0.406
C 1.720 -1.235 0.277 0.4 0.0 -0.1 0.801
C 2.640 -1.929 -0.709 -0.6 0.2 0.0 -2.135
N 0.328 -1.771 0.132 -0.4 -0.5 2.4 0.516
P 0.088 -3.362 0.776 0.5 -1.5 -1.8 0.666
N 0.531 -4.524 -0.169 0.4 0.8 0.1 -0.923
C -0.625 -0.783 0.536 1.2 -2.1 1.9 0.228
O -1.014 -0.024 -0.232 -1.6 3.3 -3.7 -0.643
O -1.077 -0.663 1.825 0.4 -0.9 0.6 -0.280
C -2.357 -1.278 2.004 -0.1 -0.4 0.2 -0.818
H 3.091 -3.148 2.152 0.0 -0.5 -0.3 0.302
H 3.807 -1.846 3.007 0.2 0.1 0.3 0.496
H 4.246 -2.056 1.346 0.1 -0.1 -0.3 0.348
H 1.483 -1.387 2.446 -0.4 0.1 0.1 0.139
H 2.599 -0.181 1.932 0.0 0.4 -0.1 0.458
H 1.669 -0.212 -0.063 -0.3 0.4 -0.2 0.146
H 3.533 -1.340 -0.828 0.5 0.1 0.0 0.469
H 2.855 -2.950 -0.434 0.2 -0.3 0.1 0.529
H 2.118 -1.930 -1.656 0.0 -0.1 -0.4 0.222
H 0.749 -3.529 2.011 -0.6 0.5 0.3 -0.030
H -1.307 -3.495 0.941 0.1 0.7 0.6 0.091
H 0.927 -4.168 -1.033 -0.1 -0.4 -0.2 0.239
H -3.001 -0.728 2.676 0.2 0.5 0.2 0.401
H -2.186 -2.258 2.426 -0.2 -0.4 0.2 0.089
H -2.879 -1.383 1.065 -0.2 0.0 -0.4 0.459
C -1.502 -5.135 5.379 0.0 0.1 0.0 0.282
C -0.152 -4.788 5.659 0.0 0.0 0.0 -0.598
C -0.028 -3.443 5.440 0.1 0.1 -0.1 -0.623
N -1.243 -2.967 5.032 0.0 0.0 0.0 0.063
C -2.151 -3.991 4.998 0.0 0.0 -0.1 -0.686
H -1.944 -6.113 5.448 0.0 0.0 0.0 0.091
H 0.634 -5.449 5.984 0.0 0.0 0.0 0.429
H 0.817 -2.783 5.536 0.0 0.0 0.0 0.429
H -1.432 -2.010 4.795 0.0 0.0 0.1 0.210
H -3.173 -3.819 4.705 0.0 0.0 0.0 0.400
C -0.453 3.692 -2.216 0.0 0.0 0.0 -0.763
C -1.407 2.992 -1.427 -0.1 -0.1 0.1 0.248
C -2.519 3.781 -1.330 0.0 0.2 -0.1 -1.323
N -2.274 4.937 -2.032 0.0 0.0 0.1 0.060
C -1.018 4.885 -2.576 0.0 0.1 0.0 -0.619
H 0.533 3.356 -2.489 0.0 0.0 0.0 0.449
H -1.303 2.021 -0.974 0.1 0.0 -0.1 0.730
H -3.458 3.624 -0.827 0.0 0.0 0.0 0.624
H -2.914 5.704 -2.136 0.0 -0.1 -0.2 0.243
H -0.638 5.699 -3.170 0.0 0.0 0.0 0.418
C -5.690 3.091 4.151 0.0 -0.3 0.0 -1.085
C -6.411 2.705 2.989 0.0 0.0 0.1 0.486
C -5.506 2.174 2.110 0.1 0.0 -0.1 -0.897
N -4.270 2.226 2.692 0.0 -0.1 0.0 0.268
C -4.373 2.783 3.937 0.0 -0.1 0.0 -0.508
H -6.093 3.545 5.041 0.0 0.0 0.0 0.486
H -7.470 2.807 2.819 0.0 0.0 0.0 0.442
H -5.633 1.765 1.122 0.0 0.0 0.0 0.198
H -3.417 1.910 2.265 0.0 0.1 0.0 0.127
H -3.504 2.912 4.559 0.0 0.1 0.0 0.445
C -8.143 2.051 -3.181 0.0 0.0 0.0 -0.402
C -8.777 2.053 -1.908 0.0 0.0 0.0 -0.546
C -7.798 1.909 -0.964 0.1 0.0 0.0 -0.213
N -6.596 1.818 -1.617 -0.1 0.0 0.0 0.101
C -6.799 1.907 -2.967 0.1 0.0 0.0 -0.517
H -8.620 2.146 -4.141 0.0 0.0 0.0 0.398
H -9.831 2.149 -1.711 0.0 0.0 0.0 0.398
H -7.851 1.864 0.111 0.0 0.0 0.0 0.243
H -5.702 1.702 -1.175 0.0 0.0 -0.1 0.161
H -5.973 1.860 -3.656 0.0 0.0 0.0 0.390
C 3.871 2.127 -2.350 0.0 0.0 0.0 -0.229
C 3.265 2.072 -1.065 -0.1 0.0 0.1 0.050
C 4.271 1.997 -0.139 0.0 -0.1 0.0 -1.220
N 5.463 2.002 -0.813 0.0 0.0 0.0 0.227
C 5.226 2.085 -2.162 0.2 -0.2 0.0 -1.462
H 3.370 2.191 -3.301 0.0 0.0 0.0 0.544
H 2.209 2.087 -0.848 0.0 0.1 0.0 0.662
H 4.243 1.940 0.936 0.0 0.0 0.0 0.464
H 6.371 1.953 -0.385 0.0 0.0 0.0 0.195
H 6.040 2.107 -2.868 0.0 0.0 0.0 0.755
C 1.877 -3.968 -5.798 0.0 0.0 0.0 -0.502
C 0.494 -4.190 -6.039 0.0 0.0 0.0 -0.451
C -0.204 -3.387 -5.179 0.0 0.0 0.0 -0.475
N 0.701 -2.690 -4.426 0.0 0.0 0.0 0.078
C 1.972 -3.037 -4.800 0.0 0.1 0.1 -0.365
H 2.706 -4.439 -6.300 0.0 0.0 0.0 0.398
H 0.063 -4.863 -6.761 0.0 0.0 0.0 0.383
H -1.263 -3.252 -5.037 0.0 0.0 0.0 0.380
H 0.467 -2.027 -3.709 0.0 0.0 0.0 0.158
H 2.830 -2.593 -4.324 0.0 0.0 0.0 0.413
C 7.946 6.568 -1.650 0.0 0.0 0.0 -0.573
C 7.327 6.750 -2.915 0.0 0.0 0.0 -0.536
C 6.309 5.838 -3.005 0.0 -0.1 0.0 -0.385
N 6.291 5.111 -1.849 0.0 0.1 0.1 0.078
C 7.283 5.551 -1.015 0.0 -0.1 0.0 -0.321
H 8.781 7.120 -1.252 0.0 0.0 0.0 0.392
H 7.597 7.469 -3.670 0.0 0.0 0.0 0.393
H 5.598 5.645 -3.791 0.0 0.0 0.0 0.370
H 5.648 4.366 -1.642 0.0 0.1 0.0 0.235
H 7.431 5.106 -0.046 0.0 0.0 0.0 0.347
C 8.701 -1.777 -4.663 0.0 0.0 0.0 -0.458
C 7.314 -1.983 -4.896 0.0 0.0 0.0 -0.539
C 6.630 -1.163 -4.041 -0.1 0.0 0.1 -0.307
N 7.550 -0.472 -3.298 0.0 0.0 0.0 0.105
C 8.814 -0.838 -3.674 0.0 0.0 0.1 -0.571
H 9.520 -2.263 -5.166 0.0 0.0 0.0 0.385
H 6.870 -2.655 -5.611 0.0 0.0 0.0 0.412
H 5.574 -1.010 -3.895 0.0 0.0 0.0 0.426
H 7.328 0.199 -2.586 0.0 0.0 0.0 0.200
H 9.680 -0.402 -3.207 0.0 0.0 0.0 0.376
C -2.183 -9.804 3.274 0.0 0.0 0.0 -0.486
C -3.576 -9.954 3.033 0.0 0.0 0.0 -0.387
C -4.231 -9.114 3.892 0.0 0.0 0.1 -0.507
N -3.289 -8.464 4.644 0.0 0.0 0.0 0.014
C -2.037 -8.877 4.269 0.0 0.0 0.1 -0.340
H -1.381 -10.318 2.771 0.0 0.0 0.0 0.391
H -4.041 -10.604 2.312 0.0 0.0 0.0 0.384
H -5.281 -8.923 4.034 0.0 0.0 0.0 0.367
H -3.487 -7.790 5.359 0.0 0.0 0.0 0.207
H -1.156 -8.477 4.743 0.0 0.0 0.0 0.367
C -4.911 5.910 2.824 -0.1 0.2 0.0 -0.333
C -3.962 6.949 3.028 0.0 0.0 0.0 -0.785
C -3.252 7.089 1.866 0.1 0.0 -0.1 -0.405
N -3.732 6.174 0.969 -0.1 0.1 0.1 0.151
C -4.746 5.454 1.545 0.0 0.0 -0.1 -0.589
H -5.630 5.540 3.535 0.1 0.1 -0.1 0.498
H -3.819 7.527 3.926 0.0 0.0 0.0 0.398
H -2.448 7.755 1.602 0.0 0.0 0.0 0.389
H -3.390 6.045 0.036 0.1 0.0 0.1 0.145
H -5.260 4.681 0.997 0.0 0.0 0.1 0.582

---

12
Properties=species:S:1:pos:R:3:forces:R:3:mulliken_charge:R:1 method="wB97M-V/def2-TZVPD" e_tot_ha=-465.39172 mol_weight_g_mol=291.605 multiplicity=2 relative_energy_kj_mol=224.1 charge=+2 lumo_energy_ev="-10.503 / -10.610"
O -1.436 0.168 -1.784 0.4 0.5 1.1 -0.320
C -1.014 -0.187 -0.615 1.4 -1.0 -1.9 0.367
C -1.586 0.245 0.560 -1.1 0.1 1.2 -1.006
H -0.733 0.241 -2.449 -0.1 -0.5 -0.4 0.417
H -1.485 -0.432 1.416 -0.3 0.0 -0.3 0.439
H -2.497 0.853 0.487 0.0 -0.4 0.0 0.444
C 1.029 -1.158 -0.641 -0.5 1.3 -0.1 -0.468
C 1.704 -0.402 0.118 -1.6 -0.3 -0.5 0.675
O 1.672 0.524 1.010 5.4 -2.1 0.2 -0.950
Hg 0.040 1.525 1.247 -3.9 2.6 0.4 1.060
H 1.122 -1.784 -1.516 -0.2 -0.1 0.3 0.420
Li 3.183 0.407 2.167 0.4 -0.1 0.0 0.922

---

74
Properties=species:S:1:pos:R:3:forces:R:3:mulliken_charge:R:1 method="wB97M-V/def2-TZVPD" e_tot_ha=-3124.66971 mol_weight_g_mol=659.803 multiplicity=4 charge=+1 lumo_energy_ev="-3.359 / -3.133"
Er -1.082 0.818 -0.428 -0.6 -1.3 -2.3 0.542
C 0.837 1.476 0.872 -0.7 1.4 0.2 0.718
C 0.809 2.338 -0.274 -0.6 0.3 0.9 0.620
C -1.071 2.791 0.997 1.4 0.2 0.3 0.459
C -0.306 1.786 1.679 0.4 1.2 -1.0 0.694
C -0.380 3.137 -0.206 0.6 -0.3 1.4 0.166
C 1.854 0.464 1.234 0.5 -0.3 0.1 -1.905
H 2.492 0.214 0.385 0.1 0.1 0.1 0.423
H 1.403 -0.474 1.586 0.1 0.2 0.0 0.420
H 2.494 0.860 2.027 0.1 -0.2 0.0 0.408
C -0.588 1.313 3.052 -0.2 -0.4 0.5 -1.318
H 0.272 0.754 3.433 -0.2 0.0 0.1 0.411
H -1.486 0.679 3.110 0.3 0.2 0.1 0.173
H -0.754 2.165 3.728 0.0 -0.2 -0.1 0.374
C -2.315 3.412 1.519 -0.5 0.0 0.1 -1.341
H -2.220 3.653 2.589 0.0 0.0 -0.3 0.285
H -3.161 2.711 1.427 0.1 0.4 0.1 0.215
H -2.536 4.331 0.962 -0.1 -0.2 0.3 0.343
C -0.855 4.129 -1.205 -0.1 0.1 -0.2 -1.345
H -1.409 4.945 -0.725 0.3 -0.1 -0.1 0.386
H -1.566 3.681 -1.916 0.1 0.1 -0.2 0.188
H -0.001 4.534 -1.757 -0.3 0.1 -0.1 0.344
C 1.787 2.366 -1.386 0.5 0.0 -0.3 -1.333
H 1.849 3.380 -1.798 0.1 -0.3 -0.1 0.497
H 1.540 1.674 -2.211 0.1 0.1 0.0 0.013
H 2.779 2.080 -1.020 0.0 0.1 -0.2 0.365
C 0.777 -3.824 -0.487 0.6 -0.3 -0.2 -0.536
C 1.928 -3.172 -0.273 -0.7 0.6 1.3 -0.555
C 2.426 -2.085 -1.201 0.5 -0.1 0.0 0.126
C 2.594 -2.620 -2.648 0.9 -0.1 -0.1 -1.339
C 1.617 -2.351 -3.855 0.5 1.4 0.5 -0.894
C 0.171 -1.938 -3.585 -0.5 1.5 0.1 1.032
C -0.511 -2.606 -2.387 -1.0 -0.2 0.3 0.532
C 0.075 -3.917 -1.837 -0.3 -0.4 0.4 -0.433
H 3.420 -1.781 -0.813 -0.5 -0.1 -0.5 0.595
H 2.736 -3.717 -2.522 -0.1 0.6 -0.3 0.295
H 1.816 -1.156 -1.125 0.1 -0.6 -0.2 -0.703
H 0.720 -4.389 -2.615 -0.3 0.2 0.7 -0.268
H 0.306 -4.401 0.314 0.5 -0.1 -0.3 0.414
H 2.484 -3.279 0.703 -0.9 0.2 -1.0 0.373
H -0.762 -4.624 -1.694 0.3 0.3 -0.1 0.579
H -0.593 -1.920 -1.524 0.0 -0.1 -0.5 -1.261
H 0.002 -0.844 -3.518 0.8 -0.1 0.6 0.342
H -1.539 -2.843 -2.694 0.0 0.2 0.3 0.422
H 3.587 -2.256 -2.971 -0.5 -0.1 -0.2 0.550
H 2.086 -1.547 -4.426 0.1 0.1 -0.3 0.786
P 1.507 -4.014 -4.728 0.9 -1.6 0.1 0.790
C 1.647 -5.878 -4.533 -0.1 -1.4 -0.8 -1.465
C 2.748 -3.878 -6.076 0.1 0.1 0.1 -1.394
P -0.716 -2.190 -5.175 2.0 -3.0 -0.6 0.999
C -0.115 -3.893 -5.486 -0.9 0.1 -0.3 -1.535
C -0.115 -1.355 -6.651 -0.3 0.9 -0.1 -1.281
C -2.472 -2.205 -5.219 -0.7 0.6 0.0 -1.208
H 0.695 -6.347 -4.235 0.3 0.3 0.1 0.407
H 2.426 -6.179 -3.817 -0.2 0.4 -0.1 0.329
H 1.923 -6.325 -5.508 -0.1 0.0 0.4 0.470
H 2.725 -4.798 -6.685 0.0 0.5 0.2 0.458
H 3.747 -3.808 -5.616 -0.3 0.1 -0.3 0.390
H 2.557 -3.001 -6.708 0.2 -0.2 0.2 0.312
H -2.777 -2.886 -6.024 0.0 0.2 0.3 0.391
H -2.788 -1.188 -5.472 -0.3 -0.2 0.1 0.464
H -2.898 -2.505 -4.258 0.0 0.0 -0.2 0.382
H -0.806 -4.638 -5.076 0.1 0.1 0.1 0.502
H -0.028 -4.104 -6.557 -0.2 0.1 0.0 0.658
H -0.777 -0.504 -6.846 0.3 0.1 -0.1 0.463
H -0.199 -2.038 -7.503 -0.1 0.0 0.3 0.424
H 0.921 -1.018 -6.600 -0.1 0.0 0.2 0.336
F -3.126 -2.792 2.181 -0.2 0.8 -0.1 -0.239
C -3.394 -1.477 2.105 0.1 0.3 0.1 0.756
F -4.681 -1.301 1.727 0.9 -0.4 0.5 -0.249
F -3.228 -0.937 3.349 -0.3 -0.5 -1.0 -0.251
C -2.464 -0.709 1.086 -0.7 0.2 0.2 0.452
O -1.357 -1.189 0.716 -0.9 -0.2 0.5 -0.533
O -2.939 0.414 0.716 -0.2 -1.5 0.7 -0.686

---

Copy entry 1 word for word.
10
Properties=species:S:1:pos:R:3:forces:R:3:mulliken_charge:R:1 method="wB97M-V/def2-TZVPD" e_tot_ha=-533.80238 mol_weight_g_mol=88.046 relative_energy_kj_mol=147.1 lumo_energy_ev=-1.067
C 0.100 -0.048 0.393 -0.2 0.4 -0.7 -0.020
C -0.700 -0.347 -0.639 -1.5 0.8 0.2 -0.604
C 1.588 0.200 0.137 -1.1 0.6 -0.6 -1.163
O -3.479 -0.233 0.675 -1.0 -0.3 2.3 -0.318
P -3.083 -0.001 -0.678 4.1 -0.4 -1.9 0.507
H -0.219 0.151 1.405 -0.4 -0.1 0.1 0.333
H -0.071 -0.442 -1.537 -1.0 -0.1 -0.4 0.295
H 2.069 0.458 1.046 0.5 0.8 0.8 0.344
H 2.057 -0.707 -0.133 0.6 -1.1 -0.7 0.334
H 1.738 0.968 -0.669 0.0 -0.7 0.9 0.292